Entry 1:
This record from the Open Molecules 2025 dataset describes a structure of composition C4H5NO. The level of theory is ωB97M-V with the def2-TZVPD basis set.

Last column: natural (NBO) charge in e.
Geometry (Å):
1 O 0.8485 1.5726 -0.0667  -0.7463
2 N 2.3449 -0.7130 0.4617  -0.3999
3 C -0.7199 0.9377 0.0978  -0.0468
4 C -0.7512 -1.5377 -0.3972  -0.3160
5 C 1.3081 -0.2720 0.1123  0.2846
6 C -0.1827 -0.4333 0.0877  -0.1551
7 H -1.2276 1.2836 -0.8009  0.2269
8 H -0.1582 -2.4406 -0.5074  0.2279
9 H -1.7794 -1.5532 -0.7398  0.2039
10 H 1.3942 1.8613 0.6894  0.5047
11 H -1.0768 1.2945 1.0631  0.2163

Cartesian forces, eV/Å:
O -2.584 0.934 -0.787
N -1.320 1.197 -1.035
C 3.605 1.818 0.825
C 0.196 0.168 0.315
C 0.657 -3.703 2.233
C 0.982 -0.644 -2.094
H 0.037 0.088 0.338
H -0.108 0.159 -0.040
H -0.059 -0.053 0.348
H -1.137 -0.027 0.217
H -0.269 0.064 -0.321

- maximum force (eV/Å) = 4.4
- HOMO energy (Ha) = -0.3492
- multiplicity = 1
- LUMO level (eV) = 0.4544
- electronic energy (a.u.) = -285.2781

***

Entry 2:
This record from the Open Molecules 2025 dataset describes an isolated molecule of C3H5P3. The level of theory is ωB97M-V with the def2-TZVPD basis set.

Last column: natural (NBO) charge in e.
Geometry (Å):
1 P 0.8560 -0.9005 -4.0643  -0.0988
2 P -1.4295 0.2735 -1.0175  0.2993
3 P 0.4368 -0.3604 -2.1811  0.3072
4 C -0.0927 0.0282 0.2125  -0.2210
5 C 0.9815 -0.4800 -0.4129  -0.5162
6 C -0.3598 0.1200 1.7211  -0.6775
7 H 1.9273 -0.5716 -0.0662  0.2181
8 H -0.8053 -0.8847 2.2642  0.2495
9 H 0.5662 0.1949 2.4174  0.2325
10 H -1.0005 1.0037 1.9330  0.2282
11 H -1.0800 1.5768 -0.8062  -0.0213

Cartesian forces, eV/Å:
P -0.294 0.600 2.222
P 0.092 -0.871 -0.118
P -0.167 -0.329 -0.798
C -0.156 -2.175 1.576
C -2.441 1.383 -2.001
C 0.696 -1.312 2.203
H 2.798 -0.814 1.201
H 0.455 2.415 -2.015
H -1.060 0.304 -1.656
H 0.229 -0.799 0.052
H -0.153 1.598 -0.667

- SMILES = CC1=CP(#P)P1
- maximum force (eV/Å) = 3.4
- HOMO energy (Ha) = -0.2834
- multiplicity = 1
- LUMO level (eV) = -0.8489
- electronic energy (a.u.) = -1141.2341

***

Entry 3:
This record from the Open Molecules 2025 dataset describes a cluster of 3 separate species, C7H13NO in total. The level of theory is ωB97M-V with the def2-TZVPD basis set.

Last column: natural (NBO) charge in e.
Geometry (Å):
1 O -0.2147 -0.5688 -1.5948  -0.5657
2 N 1.8440 0.6736 0.8205  -0.3785
3 C -1.8694 -1.8106 0.2351  -0.6357
4 C -0.7986 0.2046 -0.8580  0.5767
5 C -2.1950 0.4738 1.1683  -0.3304
6 C 3.0253 0.2384 -0.7917  -0.4636
7 C -0.6657 1.6974 -1.0380  -0.7294
8 C -1.6744 -0.3222 0.2341  -0.1051
9 C 1.8449 -0.4733 1.2638  -0.1514
10 H -0.1586 1.8971 -1.9790  0.2350
11 H 3.7744 0.0555 -0.0363  0.2170
12 H -2.3073 -2.1393 -0.7075  0.2279
13 H -1.6354 2.1936 -1.0290  0.2249
14 H -2.0194 1.5385 1.1921  0.2031
15 H -0.0567 2.0916 -0.2229  0.2618
16 H 2.4590 -1.2300 0.6509  0.1514
17 H -2.5113 -2.1259 1.0555  0.2105
18 H 3.4847 0.8657 -1.5549  0.1852
19 H 1.2861 -0.8324 2.1264  0.1948
20 H -0.9053 -2.3134 0.3205  0.2282
21 H -2.8315 0.0796 1.9492  0.1986
22 H 2.1247 -0.1936 -1.2042  0.2446

Cartesian forces, eV/Å:
O -0.103 0.084 0.218
N 1.047 1.657 -1.965
C -0.002 0.043 -0.063
C 0.024 0.213 -0.258
C 0.031 -0.043 -0.232
C -1.132 1.836 1.429
C 0.071 -0.072 0.008
C -0.031 -0.160 0.290
C 0.971 -2.119 -0.968
H -0.003 -0.040 0.003
H -0.262 -1.351 -0.365
H 0.008 -0.033 -0.010
H -0.006 -0.010 0.020
H 0.038 0.079 -0.084
H -0.008 0.029 0.032
H -0.831 0.087 1.181
H -0.009 0.031 0.020
H -0.407 0.891 0.290
H -0.037 0.286 0.090
H -0.002 -0.023 -0.010
H 0.043 -0.086 0.053
H 0.599 -1.299 0.320

- maximum force (eV/Å) = 2.8
- HOMO energy (Ha) = -0.3308
- multiplicity = 1
- LUMO level (eV) = 0.5368
- electronic energy (a.u.) = -404.3546

***

Entry 4:
This record from the Open Molecules 2025 dataset describes a structure of composition C23H28IrN7O3S. The level of theory is ωB97M-V with the def2-TZVPD basis set.

Last column: Löwdin spin population.
Geometry (Å):
1 Ir -0.4978 1.0504 -1.0711  0.8213
2 S -2.4818 2.1215 -2.2795  0.0089
3 O 0.9545 2.3042 -2.2418  -0.0076
4 O -1.5079 -0.9559 -1.2992  0.0211
5 O -2.1575 1.2713 0.4937  0.0449
6 N 2.2290 0.2610 2.7504  0.0010
7 N 0.6220 -1.7930 -1.4821  0.0016
8 N 0.8512 1.3408 1.0736  0.0510
9 N -3.3407 1.0029 -0.0141  0.0155
10 N 0.8284 2.1405 3.3599  0.0030
11 N 1.0257 -0.5473 -1.6476  0.0032
12 N 2.7868 2.4879 1.9861  0.0012
13 C -3.0978 -4.6831 -0.4761  0.0000
14 C 1.9635 2.2544 0.8032  0.0012
15 C -0.7039 -1.9559 -1.3074  0.0031
16 C 3.2995 1.1982 2.4293  0.0001
17 C -5.9010 0.5087 -0.9437  0.0073
18 C -5.5230 0.1251 0.3424  0.0080
19 C -4.2480 0.3765 0.7730  0.0036
20 C 1.3963 0.8662 3.7836  0.0001
21 C 2.8775 0.8990 -2.1905  0.0013
22 C 3.0293 3.3014 -2.8545  -0.0015
23 C 1.4148 0.0747 1.5502  0.0011
24 C -0.3863 -4.4321 -1.0418  0.0005
25 C -2.5869 -3.4578 -0.8269  0.0005
26 C 2.1988 2.1044 -2.4006  -0.0038
27 C -2.2647 -5.7963 -0.3918  0.0004
28 C 3.2655 -1.5382 -1.7988  -0.0014
29 C -0.9119 -5.6571 -0.6970  0.0000
30 C 2.3364 -0.3473 -1.8590  -0.0057
31 C -4.9511 1.1138 -1.7558  0.0032
32 C 1.9324 3.0329 3.0348  0.0002
33 C 0.0390 1.9105 2.1527  0.0021
34 C -1.2102 -3.2898 -1.0838  0.0008
35 C -3.6602 1.3546 -1.2983  0.0137
36 H 2.0110 1.0301 4.6769  0.0001
37 H 2.4061 4.1934 -2.8268  0.0000
38 H 2.0442 -0.3537 0.7683  -0.0001
39 H -3.2184 -2.5852 -0.9006  0.0001
40 H 2.5894 1.8237 0.0162  -0.0001
41 H 0.5800 0.1828 4.0316  0.0000
42 H 3.9151 0.7729 1.6319  0.0000
43 H -0.2608 -6.5231 -0.6388  0.0000
44 H 3.9191 1.3468 3.3195  0.0001
45 H -6.9071 0.3345 -1.2921  0.0003
46 H -0.3921 2.8552 1.8153  -0.0003
47 H 1.5316 3.9968 2.7063  0.0000
48 H 3.0928 -2.1161 -0.8903  -0.0002
49 H -0.7807 1.2252 2.3739  0.0000
50 H 1.5663 3.2127 0.4610  -0.0002
51 H 2.5374 3.1854 3.9348  0.0001
52 H 4.3084 -1.2244 -1.8388  0.0000
53 H -5.1958 1.4025 -2.7665  0.0000
54 H 3.9489 0.9224 -2.3474  0.0003
55 H -3.8835 0.1160 1.7537  0.0004
56 H 3.9026 3.4495 -2.2185  -0.0002
57 H -2.6598 -6.7569 -0.0861  0.0000
58 H 0.6024 -0.6220 1.7693  -0.0002
59 H 3.0569 -2.2044 -2.6375  -0.0002
60 H -4.1514 -4.7787 -0.2417  0.0000
61 H -6.2142 -0.3687 1.0082  0.0005
62 H 3.3685 3.1538 -3.8805  -0.0002
63 H 0.6632 -4.3173 -1.2726  0.0000

Cartesian forces, eV/Å:
Ir 1.908 -1.732 -2.823
S 0.456 -0.335 0.404
O -0.568 0.457 0.932
O -0.822 0.049 0.782
O -0.489 0.023 0.109
N 0.087 -0.231 0.148
N -1.876 -3.077 0.402
N 0.026 -0.123 -0.127
N -0.522 -0.224 0.256
N -0.123 0.092 0.283
N 1.231 3.375 0.382
N 0.175 0.210 -0.003
C -0.079 -0.699 0.164
C 0.183 0.211 -0.290
C 2.754 2.980 -0.528
C 0.202 -0.045 0.076
C 0.660 0.319 -0.279
C -0.167 -0.080 0.050
C 0.256 0.160 -0.192
C -0.001 -0.089 0.201
C 0.281 1.239 -0.201
C -0.410 -0.068 -0.124
C 0.033 -0.249 -0.082
C -0.200 0.868 -0.113
C 0.858 0.611 -0.232
C 0.159 -0.722 0.203
C 0.062 0.230 -0.056
C -0.196 0.078 -0.098
C -0.241 -0.443 0.162
C -2.061 -1.244 0.284
C -1.171 -0.596 0.526
C 0.123 0.130 0.091
C -0.319 0.028 -0.027
C -0.864 -1.799 0.332
C 0.899 0.576 -0.351
H -0.088 -0.028 -0.045
H 0.004 0.011 0.034
H -0.112 0.014 -0.042
H -0.031 0.100 0.069
H -0.143 0.080 0.130
H 0.039 -0.005 0.000
H -0.002 0.009 0.040
H -0.018 0.030 -0.035
H 0.004 -0.015 -0.027
H -0.072 -0.028 -0.104
H 0.013 -0.059 -0.058
H 0.029 -0.062 0.008
H -0.055 -0.012 -0.003
H 0.069 0.068 -0.037
H -0.076 -0.080 -0.080
H -0.037 0.051 -0.018
H -0.040 0.072 -0.040
H 0.101 0.051 -0.029
H 0.017 0.031 -0.013
H 0.080 0.014 0.001
H 0.003 -0.076 0.017
H -0.012 -0.015 -0.034
H -0.023 0.049 -0.059
H 0.034 -0.078 0.021
H -0.018 -0.019 -0.046
H -0.015 -0.027 0.062
H 0.073 -0.001 -0.020
H 0.036 0.042 0.047

- maximum force (eV/Å) = 4.1
- HOMO energy (spin up / spin down) (Ha) = -0.1139 / -0.1085
- total charge = -1
- multiplicity = 2
- LUMO level (spin up / spin down) (eV) = 2.8322 / 2.8310
- electronic energy (a.u.) = -2004.6957